[1]
{
  "formula": "C21H33N8OSeSiV",
  "method": "ωB97M-V with the def2-TZVPD basis set",
  "charge": 2,
  "gap_ev": [7.564, 8.532],
  "s2": 2.0309,
  "multiplicity": 3,
  "e_lumo_ev": [-5.9, -5.0],
  "de_lowest_ev": 0.997,
  "e_tot_ha": -4967.94124,
  "homo_energy_ev": [-13.418, -13.519],
  "species": ["V", "C", "C", "C", "C", "C", "C", "N", "N", "Si", "C", "C", "C", "H", "H", "H", "H", "H", "H", "H", "H", "H", "H", "H", "H", "H", "H", "H", "C", "N", "C", "Se", "N", "C", "C", "C", "C", "C", "C", "H", "H", "H", "H", "H", "H", "H", "H", "C", "N", "C", "C", "O", "N", "C", "N", "H", "H", "H", "H", "H", "H", "H", "N", "H", "H", "H"],
  "coordinates": [[0.179, -1.310, 0.483], [-0.365, -5.176, 0.300], [0.938, -4.615, 0.703], [2.009, -5.341, 1.193], [3.217, -4.784, 1.375], [3.408, -3.400, 1.206], [2.258, -2.702, 0.848], [1.075, -3.294, 0.507], [2.082, -1.308, 0.722], [3.337, -0.141, 0.299], [3.659, 0.951, 1.797], [4.866, -0.926, -0.272], [2.606, 0.781, -1.192], [-1.210, -4.464, 0.207], [-0.681, -5.949, 0.960], [-0.241, -5.635, -0.700], [1.926, -6.411, 1.332], [4.056, -5.378, 1.656], [4.405, -2.962, 1.434], [4.392, 0.372, 2.410], [2.770, 1.324, 2.302], [4.204, 1.755, 1.336], [5.646, -0.947, 0.458], [5.236, -0.299, -1.103], [4.762, -1.930, -0.650], [1.739, 1.338, -0.792], [2.225, 0.142, -2.005], [3.317, 1.463, -1.647], [-0.578, 0.964, -3.010], [-1.889, 0.510, -2.674], [-2.242, -0.712, -2.190], [-1.131, -2.137, -1.656], [-3.571, -0.783, -2.235], [-4.120, 0.402, -2.786], [-5.418, 0.794, -3.009], [-5.539, 1.900, -3.836], [-4.470, 2.577, -4.356], [-3.147, 2.274, -3.999], [-3.026, 1.168, -3.169], [0.144, 0.154, -2.802], [-0.310, 1.845, -2.413], [-0.483, 1.121, -4.065], [-4.053, -1.586, -1.829], [-6.187, 0.134, -2.598], [-6.552, 2.149, -4.064], [-4.598, 3.454, -4.967], [-2.351, 2.852, -4.370], [-1.111, 5.033, 2.373], [-0.691, 3.632, 2.248], [-1.006, 2.855, 1.075], [-0.628, 1.455, 1.455], [-0.608, 0.569, 0.585], [-0.421, 1.434, 2.780], [-0.411, 2.729, 3.173], [-0.124, 2.992, 4.449], [-1.023, 5.399, 3.409], [-2.172, 5.116, 2.142], [-0.512, 5.593, 1.658], [-0.508, 3.192, 0.150], [-2.098, 2.878, 0.939], [0.357, 2.221, 4.880], [0.160, 3.915, 4.817], [-0.392, -1.711, 2.408], [-0.107, -0.974, 3.062], [0.283, -2.497, 2.546], [-1.282, -2.066, 2.714]],
  "mulliken_spin": [2.180, 0.004, 0.014, -0.011, 0.009, -0.026, 0.012, -0.050, -0.123, 0.008, -0.005, -0.002, 0.007, -0.002, 0.001, 0.001, 0.000, 0.001, 0.000, 0.000, 0.001, 0.000, 0.000, 0.000, 0.000, 0.001, 0.002, 0.000, -0.002, -0.004, 0.004, -0.023, -0.001, 0.000, 0.000, 0.000, -0.001, 0.000, -0.001, 0.001, 0.000, 0.000, 0.001, 0.000, 0.000, 0.000, 0.000, 0.000, 0.001, 0.001, 0.008, -0.027, 0.005, -0.002, 0.000, 0.000, 0.000, 0.000, 0.001, 0.000, 0.000, 0.000, -0.006, 0.010, 0.005, 0.008]
}



[2]
{
  "formula": "C5H16NO2",
  "method": "ωB97M-V with the def2-TZVPD basis set",
  "charge": 1,
  "gap_ev": 10.282,
  "e_lumo_ev": -3.0,
  "de_lowest_ev": 0.585,
  "e_tot_ha": -405.09865,
  "homo_energy_ev": -13.239,
  "species": ["C", "C", "C", "C", "C", "N", "H", "H", "H", "H", "H", "H", "H", "H", "H", "H", "H", "H", "H", "H", "O", "H", "H", "O"],
  "coordinates": [[-0.888, 0.409, 1.529], [-0.284, -0.969, 1.188], [0.057, -1.229, -0.257], [1.303, -1.221, -0.715], [-1.066, -1.825, -1.065], [-0.659, 1.437, 0.442], [-0.510, 0.871, 2.441], [-1.961, 0.298, 1.614], [0.643, -1.102, 1.738], [-1.051, -1.676, 1.488], [2.078, -0.787, -0.101], [1.486, -1.583, -1.711], [-0.706, -2.248, -1.997], [-1.904, -1.143, -1.239], [-1.486, -2.669, -0.512], [-1.234, 1.214, -0.372], [0.312, 1.375, 0.128], [-0.829, 2.400, 0.719], [-0.295, 1.785, -2.972], [0.064, 0.338, -2.538], [-0.421, 1.130, -2.271], [2.401, 1.628, 2.269], [2.832, 1.989, 0.846], [2.117, 1.582, 1.347]],
  "lowdin_charge": [-0.113, -0.128, -0.400, 0.064, -0.056, 0.171, 0.126, 0.124, 0.119, 0.121, 0.067, 0.076, 0.085, 0.086, 0.091, 0.124, 0.106, 0.170, 0.073, 0.046, -0.047, 0.068, 0.065, -0.039]
}



[3]
{
  "formula": "C5H12O2",
  "method": "ωB97M-V with the def2-TZVPD basis set",
  "gap_ev": 10.400,
  "smiles": "CCC(=O)CC.O",
  "e_lumo_ev": 0.6,
  "de_lowest_ev": 1.138,
  "e_tot_ha": -348.16301,
  "homo_energy_ev": -9.761,
  "species": ["O", "C", "C", "C", "C", "C", "H", "H", "H", "H", "H", "H", "H", "H", "H", "H", "O", "H", "H"],
  "coordinates": [[1.297, 1.464, 2.026], [0.744, 2.186, 1.153], [0.000, 0.000, 0.000], [1.967, 4.243, 2.028], [-0.132, 1.534, 0.101], [0.970, 3.698, 1.034], [1.055, -0.315, -0.068], [-0.555, -0.446, -0.843], [-0.422, -0.386, 0.943], [2.058, 5.305, 1.743], [2.961, 3.772, 1.952], [1.631, 4.188, 3.077], [0.081, 1.944, -0.906], [-1.151, 1.857, 0.387], [1.383, 3.721, 0.008], [0.018, 4.263, 1.027], [-2.275, 3.499, 1.128], [-1.725, 3.263, 1.909], [-2.353, 2.661, 0.618]],
  "lowdin_charge": [0.047, -0.373, -0.094, -0.109, -0.193, -0.200, 0.081, 0.074, 0.077, 0.076, 0.084, 0.083, 0.126, 0.072, 0.127, 0.111, -0.081, 0.057, 0.033]
}



[4]
{
  "formula": "C9H14O",
  "method": "ωB97M-V with the def2-TZVPD basis set",
  "gap_ev": 9.050,
  "smiles": "Cc1ccc(O)cc1.CC",
  "e_lumo_ev": 0.9,
  "de_lowest_ev": 2.494,
  "e_tot_ha": -426.48114,
  "homo_energy_ev": -8.189,
  "species": ["C", "C", "H", "H", "H", "H", "H", "H", "C", "C", "C", "C", "C", "C", "C", "O", "H", "H", "H", "H", "H", "H", "H", "H"],
  "coordinates": [[-3.384, 0.377, -0.730], [-2.490, 1.750, -0.487], [-4.407, 0.887, -0.699], [-2.933, -0.061, -1.674], [-3.401, -0.251, 0.201], [-2.962, 2.224, 0.303], [-2.487, 2.275, -1.504], [-1.626, 1.344, -0.149], [2.189, 1.176, -1.173], [1.024, -1.771, 1.436], [1.857, -2.221, 0.359], [0.407, -0.527, 1.550], [2.044, -1.391, -0.682], [0.932, 0.367, 0.615], [1.748, 0.002, -0.375], [1.011, -2.731, 2.453], [2.259, -3.207, 0.514], [0.593, -2.204, 3.219], [-0.264, -0.144, 2.303], [2.379, -1.792, -1.616], [0.611, 1.407, 0.672], [1.414, 1.738, -1.631], [2.650, 0.822, -2.149], [2.834, 1.932, -0.757]],
  "lowdin_charge": [-0.146, -0.133, 0.065, 0.071, 0.055, 0.023, 0.094, -0.027, -0.077, -0.294, -0.029, -0.011, -0.008, -0.112, -0.280, -0.009, 0.118, 0.137, 0.111, 0.107, 0.119, 0.055, 0.096, 0.076]
}



[5]
{
  "formula": "C16H20BBrFN2O6P",
  "method": "ωB97M-V with the def2-TZVPD basis set",
  "gap_ev": 7.331,
  "smiles": "COB(O)c1cc2nc(P(O)Br)c(F)nc2cc1C[C@@H](C)O.O=C1CCCO1",
  "e_lumo_ev": -1.5,
  "e_tot_ha": -4222.65998,
  "homo_energy_ev": -8.829,
  "species": ["C", "O", "B", "O", "C", "C", "C", "N", "C", "P", "O", "Br", "C", "F", "N", "C", "C", "C", "C", "C", "C", "O", "H", "H", "H", "H", "H", "H", "H", "H", "H", "H", "H", "H", "H", "H", "O", "C", "O", "C", "C", "C", "H", "H", "H", "H", "H", "H"],
  "coordinates": [[-0.070, 0.925, 3.503], [1.280, 1.225, 3.956], [2.288, 0.840, 3.009], [3.663, 1.168, 3.355], [2.058, 0.036, 1.622], [1.483, -1.396, 1.622], [1.239, -2.263, 0.319], [0.662, -3.563, 0.509], [0.486, -4.208, -0.754], [-0.325, -5.944, -0.724], [-0.214, -6.572, 0.875], [-2.559, -5.574, -1.053], [0.903, -3.611, -2.123], [0.674, -4.395, -3.300], [1.480, -2.331, -2.308], [1.621, -1.651, -1.049], [2.208, -0.185, -1.094], [2.406, 0.645, 0.189], [2.965, 2.132, 0.074], [1.691, 3.151, 0.053], [0.399, 2.535, -0.673], [1.280, 3.565, 1.386], [-0.290, 1.214, 2.421], [-0.327, -0.166, 3.758], [-0.778, 1.565, 4.161], [3.679, 1.907, 4.001], [1.197, -1.838, 2.647], [-0.612, -5.860, 1.445], [2.492, 0.261, -2.100], [3.620, 2.414, 0.979], [3.552, 2.342, -0.893], [1.949, 4.122, -0.525], [0.753, 2.042, -1.654], [-0.414, 3.311, -0.920], [-0.128, 1.711, -0.058], [0.341, 3.262, 1.470], [-2.447, 2.101, 0.206], [-2.761, 1.467, -0.773], [-1.882, 0.773, -1.553], [-2.578, 0.235, -2.684], [-4.029, 0.177, -2.269], [-4.151, 1.362, -1.337], [-2.416, 0.897, -3.540], [-2.181, -0.754, -2.922], [-4.719, 0.210, -3.114], [-4.219, -0.748, -1.714], [-4.386, 2.282, -1.878], [-4.881, 1.180, -0.549]],
  "lowdin_charge": [-0.092, -0.020, -0.503, 0.087, 0.016, 0.062, -0.156, 0.079, -0.366, 0.576, -0.398, 0.173, -0.198, -0.018, 0.142, -0.143, 0.043, -0.102, -0.090, -0.360, -0.082, -0.076, 0.087, 0.104, 0.112, 0.110, 0.116, 0.044, 0.109, 0.125, 0.125, 0.146, 0.088, 0.098, 0.072, 0.087, 0.093, -0.468, 0.003, -0.154, -0.161, -0.078, 0.131, 0.128, 0.121, 0.123, 0.137, 0.131]
}



[6]
{
  "formula": "C7H11IN2S",
  "method": "ωB97M-V with the def2-TZVPD basis set",
  "gap_ev": [6.834, 6.838],
  "e_lumo_ev": [-0.1, -0.1],
  "de_lowest_ev": 0.853,
  "e_tot_ha": -1078.61395,
  "homo_energy_ev": [-6.906, -6.909],
  "species": ["C", "C", "C", "C", "C", "C", "C", "N", "N", "S", "I", "H", "H", "H", "H", "H", "H", "H", "H", "H", "H", "H"],
  "coordinates": [[-1.654, -2.535, -0.030], [-0.646, -2.019, -0.855], [-2.085, -0.252, -0.572], [2.122, 1.287, 1.653], [0.880, 1.337, 0.779], [1.221, 0.716, -0.567], [0.088, 0.302, -1.540], [-2.492, -1.531, 0.212], [-0.839, -0.650, -0.980], [-3.956, -1.610, 0.987], [-2.872, 1.552, -0.124], [-1.702, -3.571, 0.432], [0.292, -2.422, -1.063], [2.070, 1.723, 2.657], [2.393, 0.230, 1.807], [2.928, 1.751, 1.269], [0.568, 2.404, 0.621], [0.067, 0.810, 1.313], [1.849, 1.276, -1.210], [1.802, -0.113, -0.423], [0.388, 0.022, -2.608], [-0.423, 1.294, -1.760]],
  "lowdin_charge": [-0.154, -0.034, -0.726, -0.111, -0.251, -0.198, -0.175, -0.650, -0.152, 0.372, 0.988, 0.147, 0.099, 0.082, 0.088, 0.028, 0.115, 0.103, 0.108, 0.072, 0.151, 0.097]
}



Number 6 is which compound? C7H11IN2S